ORCA calculation (ωB97M-V/def2-TZVPD) on a structure of composition C28H50AuBCl2N4P2.

Computed properties:
E_LUMO (eV): -6.3
Total charge: +2
HOMO level (hartree): -0.4620
Total energy (Ha): -3079.18715
Energy above the lowest of the compared OMol25 structures with the same formula, charge and spin (eV): 1.288
Maximum force (Eh/bohr): 0.04396
Spin multiplicity: 1
Orbital gap (eV): 6.269

Element x y z (Å)
Au (0.11, -0.75, -0.34)
C (4.55, 1.44, -1.66)
C (3.33, 0.56, -1.96)
C (3.71, -0.57, -2.92)
C (2.21, 1.41, -2.60)
P (2.53, -0.16, -0.44)
C (2.49, 1.30, 0.73)
N (1.14, 1.73, 0.95)
B (0.01, 0.84, 1.13)
N (-1.13, 1.71, 0.86)
C (-2.48, 1.28, 0.64)
P (-2.47, -0.34, -0.27)
C (-2.59, 0.15, -2.07)
C (-1.60, 1.29, -2.34)
C (-2.16, -1.09, -2.88)
C (-3.99, 0.59, -2.50)
C (-4.03, -1.15, 0.40)
C (-5.23, -0.21, 0.45)
C (-3.67, -1.61, 1.82)
C (-4.35, -2.40, -0.43)
C (-0.70, 3.04, 0.80)
C (-1.42, 4.22, 0.71)
C (-0.71, 5.42, 0.70)
C (0.68, 5.43, 0.76)
C (1.40, 4.24, 0.82)
C (0.69, 3.05, 0.85)
C (3.50, -1.47, 0.46)
C (2.75, -1.77, 1.76)
C (3.49, -2.74, -0.40)
C (4.94, -1.03, 0.75)
H (4.99, 1.70, -2.63)
H (5.31, 0.93, -1.08)
H (4.29, 2.38, -1.17)
H (3.88, -0.15, -3.91)
H (2.93, -1.32, -3.01)
H (4.64, -1.06, -2.61)
H (2.62, 1.94, -3.46)
H (1.81, 2.17, -1.91)
H (1.39, 0.78, -2.94)
H (3.05, 2.12, 0.27)
H (3.02, 1.03, 1.65)
H (-3.03, 2.01, 0.05)
H (-3.02, 1.15, 1.58)
H (-0.60, 1.09, -1.94)
H (-1.95, 2.24, -1.92)
H (-1.51, 1.42, -3.42)
H (-1.11, -1.34, -2.69)
H (-2.27, -0.89, -3.95)
H (-2.77, -1.96, -2.65)
H (-4.38, 1.38, -1.85)
H (-4.70, -0.23, -2.52)
H (-3.93, 1.00, -3.51)
H (-5.01, 0.74, 0.95)
H (-6.01, -0.71, 1.03)
H (-5.64, 0.00, -0.53)
H (-3.40, -0.78, 2.48)
H (-2.87, -2.34, 1.81)
H (-4.54, -2.10, 2.26)
H (-4.68, -2.16, -1.44)
H (-5.16, -2.95, 0.06)
H (-3.49, -3.07, -0.49)
H (-2.50, 4.22, 0.67)
H (-1.25, 6.35, 0.67)
H (1.20, 6.37, 0.77)
H (2.48, 4.26, 0.88)
H (1.73, -2.11, 1.56)
H (2.70, -0.91, 2.43)
H (3.27, -2.57, 2.28)
H (2.47, -3.00, -0.72)
H (3.87, -3.58, 0.19)
H (4.11, -2.65, -1.29)
H (4.99, -0.06, 1.24)
H (5.54, -1.00, -0.16)
H (5.40, -1.76, 1.42)
N (-0.55, -0.99, 2.92)
C (-0.35, -1.23, 4.22)
C (0.37, -0.17, 4.73)
C (0.57, 0.69, 3.65)
N (0.01, 0.18, 2.56)
H (-1.03, -1.56, 2.24)
H (-0.74, -2.11, 4.69)
H (0.69, -0.02, 5.74)
H (1.06, 1.65, 3.62)
Cl (-1.02, -3.68, 0.72)
C (-0.67, -5.21, -0.15)
Cl (1.03, -5.33, -0.59)
H (-1.27, -5.22, -1.05)
H (-0.92, -6.03, 0.51)

These are the Löwdin partial charges, in e, on atoms 1 to 5: atom 1 (Au): 0.783, atom 2 (C): -0.058, atom 3 (C): -0.679, atom 4 (C): -0.080, atom 5 (C): -0.091



ORCA calculation (ωB97M-V/def2-TZVPD) on a structure of composition C28H50BBrF5IN6NaO5P.

Computed properties:
E_LUMO (eV): -3.4
HOMO level (hartree): -0.1870
Total energy (Ha): -5700.44128
Maximum force (Eh/bohr): 0.19798
Spin multiplicity: 1
Orbital gap (eV): 1.669

Element x y z (Å)
C (-2.38, 2.65, 6.31)
C (-1.97, 1.70, 5.33)
C (-1.54, 0.82, 3.99)
N (-1.28, -0.59, 4.48)
C (-0.11, -0.88, 5.44)
C (1.29, -0.92, 4.55)
P (2.12, 0.79, 4.33)
O (1.30, 1.81, 5.29)
O (3.80, 0.87, 4.75)
C (4.39, 2.19, 4.42)
C (4.12, 3.34, 5.59)
O (1.86, 1.33, 2.66)
C (2.61, 0.47, 1.72)
C (2.71, 1.16, 0.20)
C (-2.13, -1.62, 4.06)
N (-2.14, -3.09, 4.42)
C (-3.33, -3.77, 3.71)
I (-4.00, -5.85, 3.80)
N (-4.05, -2.72, 2.84)
C (-5.25, -2.90, 1.93)
C (-6.18, -1.56, 1.74)
O (-6.99, -1.75, 0.52)
C (-6.57, -0.85, -0.57)
C (-7.61, 0.45, -0.59)
N (-3.31, -1.58, 3.11)
H (-2.63, 3.60, 6.97)
H (-0.60, 1.36, 3.53)
H (-2.41, 0.93, 3.22)
H (-0.07, -0.14, 6.35)
H (-0.21, -1.97, 5.92)
H (0.95, -1.26, 3.46)
H (2.02, -1.77, 4.92)
H (5.57, 2.13, 4.28)
H (3.97, 2.65, 3.42)
H (4.92, 4.19, 5.44)
H (3.06, 3.87, 5.46)
H (4.17, 2.91, 6.68)
H (2.06, -0.55, 1.57)
H (3.70, 0.37, 2.12)
H (2.61, 2.33, 0.22)
H (3.77, 0.86, -0.23)
H (1.90, 0.75, -0.54)
H (-5.95, -3.81, 2.23)
H (-4.84, -3.18, 0.84)
H (-5.60, -0.55, 1.62)
H (-6.84, -1.45, 2.73)
H (-6.74, -1.45, -1.58)
H (-5.44, -0.55, -0.56)
H (-7.57, 0.98, -1.64)
H (-8.68, -0.01, -0.35)
H (-7.37, 1.17, 0.32)
H (-3.65, -0.75, 2.58)
Br (2.22, 3.76, 1.60)
F (0.42, 5.87, 1.21)
Na (-4.38, 0.24, 3.85)
C (-0.26, -2.27, -5.53)
C (-0.30, -1.18, -4.41)
C (-1.37, -0.12, -4.79)
C (-0.93, 0.80, -5.93)
C (0.43, 1.43, -5.64)
C (1.52, 0.39, -5.25)
N (1.06, -0.58, -4.21)
O (1.04, 0.10, -2.98)
C (1.98, -0.38, -6.52)
C (2.81, 1.17, -4.82)
C (-0.78, -1.97, -3.16)
H (-1.00, -3.06, -5.35)
H (-0.49, -1.88, -6.52)
H (0.72, -2.77, -5.57)
H (-1.61, 0.50, -3.92)
H (-2.31, -0.61, -5.07)
H (-0.89, 0.25, -6.88)
H (-1.67, 1.59, -6.08)
H (0.75, 2.00, -6.51)
H (0.30, 2.15, -4.83)
H (2.69, -1.18, -6.25)
H (2.50, 0.29, -7.22)
H (1.17, -0.82, -7.08)
H (2.62, 1.87, -3.99)
H (3.20, 1.78, -5.65)
H (3.60, 0.48, -4.52)
H (-0.06, -2.76, -2.89)
H (-1.75, -2.46, -3.34)
H (-0.93, -1.33, -2.28)
B (-4.38, -3.12, -4.79)
F (-5.59, -3.74, -5.31)
F (-4.06, -1.95, -5.58)
F (-4.60, -2.73, -3.41)
F (-3.28, -4.07, -4.86)
N (7.99, 2.30, 0.52)
C (6.80, 2.25, 1.20)
C (6.71, 1.03, 1.82)
C (7.89, 0.31, 1.51)
C (8.66, 1.12, 0.71)
H (8.32, 3.08, -0.03)
H (6.12, 3.10, 1.18)
H (5.88, 0.69, 2.43)
H (8.14, -0.69, 1.84)
H (9.63, 0.95, 0.26)

These are the Löwdin partial charges, in e, on atoms 1 to 5: atom 1 (C): 0.118, atom 2 (C): -0.056, atom 3 (C): -0.100, atom 4 (N): -0.084, atom 5 (C): -0.125



ORCA calculation (ωB97M-V/def2-TZVPD) on a cluster of 2 separate species, C28H50F4N4O3P in total.

Computed properties:
E_LUMO (eV): -3.1
Total charge: +1
HOMO level (hartree): -0.3718
Total energy (Ha): -2281.47175
Maximum force (Eh/bohr): 0.15655
Spin multiplicity: 1
Orbital gap (eV): 7.016

Element x y z (Å)
C (-0.99, -1.70, 5.95)
C (0.26, -1.07, 5.38)
C (0.21, 0.01, 4.13)
C (-0.23, -0.79, 2.78)
C (0.91, -1.13, 1.61)
N (0.33, -1.68, 0.29)
C (0.22, -3.18, 0.61)
C (1.61, -4.04, 0.71)
C (2.08, -4.78, -0.69)
N (3.58, -4.73, -1.05)
O (1.29, -5.49, -1.50)
C (1.36, -1.20, -0.69)
F (2.79, -1.39, -0.22)
F (1.40, 0.30, -0.89)
C (1.33, -1.81, -2.20)
F (2.69, -2.32, -2.62)
F (0.34, -2.85, -2.50)
C (-1.09, -1.05, 0.33)
C (-1.62, -0.10, -0.87)
O (-1.67, -0.69, -2.22)
C (-2.55, 0.09, -3.13)
C (-1.78, 0.37, -4.58)
C (-2.49, -0.42, -5.84)
P (-2.61, -2.26, 0.50)
N (-2.80, -3.24, -1.02)
O (-4.12, -1.44, 0.62)
C (-1.34, -0.18, 1.74)
C (-1.68, 1.40, 1.69)
C (-0.52, 2.44, 1.27)
C (0.52, 2.92, 2.44)
C (-0.17, 3.49, 3.81)
C (1.36, 4.21, 1.78)
C (2.99, 4.07, 1.99)
C (3.64, 3.62, 0.54)
C (4.82, 2.71, 0.46)
C (6.01, 2.84, 1.58)
C (4.95, 1.56, -0.71)
H (-1.11, -2.86, 5.83)
H (-1.78, -1.06, 6.54)
H (1.30, -1.37, 5.85)
H (1.27, 0.52, 4.10)
H (-0.66, 0.78, 4.39)
H (-0.75, -1.80, 3.15)
H (1.65, -1.78, 2.23)
H (1.47, -0.10, 1.59)
H (-0.36, -3.79, -0.24)
H (-0.28, -3.34, 1.68)
H (1.38, -4.95, 1.46)
H (2.52, -3.48, 1.20)
H (4.00, -3.83, -0.69)
H (3.61, -4.72, -2.11)
H (1.11, -0.92, -2.98)
H (-1.03, 0.93, -1.01)
H (-2.74, 0.28, -0.66)
H (-3.53, -0.52, -3.36)
H (-2.83, 1.15, -2.71)
H (-0.70, -0.11, -4.44)
H (-1.60, 1.51, -4.79)
H (-1.62, -0.86, -6.51)
H (-3.12, -1.37, -5.50)
H (-3.11, 0.32, -6.50)
H (-3.02, -4.24, -0.74)
H (-3.62, -2.85, -1.54)
H (-4.04, -0.49, 0.91)
H (-2.33, -0.61, 2.26)
H (-2.64, 1.66, 1.02)
H (-2.04, 1.70, 2.79)
H (0.15, 2.13, 0.35)
H (-1.07, 3.44, 0.90)
H (1.31, 2.08, 2.58)
H (-1.34, 3.54, 3.79)
H (0.19, 4.60, 4.07)
H (0.26, 2.82, 4.70)
H (0.95, 5.25, 2.13)
H (1.19, 4.17, 0.60)
H (3.41, 5.16, 2.22)
H (3.30, 3.36, 2.88)
H (3.18, 4.00, -0.49)
H (6.35, 1.75, 1.84)
H (6.90, 3.53, 1.21)
H (5.61, 3.32, 2.59)
H (3.94, 1.41, -1.33)
H (5.19, 0.55, -0.15)
H (5.85, 1.82, -1.41)
C (-7.03, -0.05, -5.97)
C (-5.84, 0.49, -6.64)
N (-4.90, 0.92, -7.17)
H (-7.95, 0.26, -6.47)
H (-7.02, -1.15, -5.95)
H (-7.10, 0.29, -4.93)

These are the Löwdin partial charges, in e, on atoms 1 to 5: atom 1 (C): -0.027, atom 2 (C): -0.143, atom 3 (C): -0.155, atom 4 (C): -0.189, atom 5 (C): -0.084



ORCA calculation (ωB97M-V/def2-TZVPD) on a structure of composition C28H50OsP2Si.

Computed properties:
E_LUMO (spin up / spin down) (eV): -6.4 / -8.1
Total charge: +2
⟨S²⟩: 6.048
HOMO level (spin up / spin down) (hartree): -0.4478 / -0.4963
Total energy (Ha): -2158.70237
Energy above the lowest of the compared OMol25 structures with the same formula, charge and spin (eV): 0.699
Maximum force (Eh/bohr): 0.14152
Spin multiplicity: 5
Orbital gap (spin up / spin down) (eV): 5.809 / 5.372

Element x y z (Å)
Os (1.67, -0.38, -0.86)
C (0.68, 1.68, 0.83)
C (0.71, 1.97, -0.62)
C (-0.98, 0.43, -0.16)
C (-0.29, 0.71, 1.08)
C (-0.41, 1.22, -1.20)
C (1.41, 2.42, 1.92)
H (2.07, 3.20, 1.54)
H (2.02, 1.73, 2.54)
H (0.68, 2.88, 2.60)
C (-0.59, 0.07, 2.39)
H (0.06, 0.47, 3.18)
H (-0.44, -1.02, 2.34)
H (-1.64, 0.25, 2.66)
C (-2.14, -0.48, -0.28)
H (-2.86, -0.30, 0.54)
H (-1.81, -1.54, -0.19)
H (-2.64, -0.37, -1.24)
C (-1.19, 1.66, -2.38)
H (-2.03, 2.30, -2.06)
H (-1.66, 0.79, -2.86)
H (-0.62, 2.21, -3.10)
C (1.19, 3.27, -1.16)
H (0.49, 4.11, -0.93)
H (1.26, 3.25, -2.27)
H (2.17, 3.57, -0.75)
C (4.94, -2.08, -1.26)
C (5.06, -0.79, -0.75)
C (5.63, 0.33, -1.66)
C (4.95, 0.51, -3.05)
C (3.52, 0.08, -3.06)
C (3.22, -1.15, -3.61)
C (4.19, -2.34, -3.77)
C (5.27, -2.50, -2.67)
H (6.67, 0.03, -1.84)
H (5.54, -0.03, -3.80)
H (5.68, 1.30, -1.14)
H (6.21, -2.04, -2.97)
H (4.74, -2.90, -0.55)
H (5.53, -0.62, 0.24)
H (5.44, -3.58, -2.55)
H (3.54, -3.22, -3.72)
H (2.45, -1.31, -4.37)
H (4.66, -2.36, -4.76)
H (5.05, 1.57, -3.32)
H (2.82, 0.92, -2.98)
P (3.48, -1.06, 0.28)
C (3.21, -2.20, 1.62)
C (3.57, 0.72, 0.54)
P (0.97, -1.50, -2.77)
C (2.28, -2.08, -1.31)
C (0.50, -0.19, -3.93)
C (-0.21, -2.85, -2.63)
H (2.21, -2.63, 1.65)
H (3.32, -1.62, 2.54)
H (3.91, -3.04, 1.65)
H (3.96, 1.35, -0.27)
H (4.20, 0.75, 1.44)
H (2.63, 1.16, 0.85)
H (0.27, -3.69, -3.11)
H (-1.09, -2.54, -3.17)
H (-0.45, -3.09, -1.60)
H (2.07, -3.06, -0.99)
H (3.04, -2.17, -2.05)
H (-0.59, -0.21, -4.04)
H (0.96, -0.41, -4.90)
H (0.86, 0.79, -3.58)
C (-2.84, -3.44, 1.85)
Si (-1.05, -3.97, 1.59)
C (-0.31, -4.37, 3.26)
C (-1.04, -5.47, 0.46)
C (-0.01, -2.71, 0.75)
C (0.63, -1.80, 0.16)
H (-3.39, -4.26, 2.32)
H (-3.35, -3.20, 0.90)
H (-2.93, -2.56, 2.50)
H (-0.89, -5.16, 3.75)
H (0.72, -4.71, 3.15)
H (-0.30, -3.49, 3.92)
H (-1.68, -5.32, -0.41)
H (-0.02, -5.66, 0.10)
H (-1.39, -6.35, 1.01)

These are the Löwdin partial charges, in e, on atoms 1 to 5: atom 1 (Os): 1.030, atom 2 (C): -0.256, atom 3 (C): -0.263, atom 4 (C): -0.199, atom 5 (C): -0.205



ORCA calculation (ωB97M-V/def2-TZVPD) on a structure of composition C28H51AsF6NO10S4.

Computed properties:
E_LUMO (eV): 2.0
Total charge: -1
HOMO level (hartree): -0.2924
Total energy (Ha): -6332.46222
Maximum force (Eh/bohr): 0.03469
Spin multiplicity: 1
Orbital gap (eV): 9.943

Element x y z (Å)
As (-0.48, -0.40, 0.25)
F (0.07, -1.76, 1.17)
F (0.46, 0.71, 1.18)
F (-1.14, 0.88, -0.71)
F (-1.37, -1.43, -0.85)
F (-1.84, -0.35, 1.32)
F (0.88, -0.52, -0.81)
C (-5.23, -1.17, -4.64)
C (-4.40, -1.60, -3.62)
C (-3.03, -1.71, -3.80)
C (-2.50, -1.21, -4.96)
C (-3.31, -0.78, -6.01)
C (-4.67, -0.66, -5.81)
N (-1.05, -1.26, -5.21)
O (-0.67, -1.91, -6.16)
O (-0.35, -0.60, -4.48)
H (-6.31, -1.18, -4.52)
H (-4.83, -1.94, -2.69)
H (-2.42, -2.16, -3.01)
H (-2.85, -0.42, -6.92)
H (-5.23, -0.15, -6.58)
C (4.95, 6.25, -4.06)
C (4.38, 5.47, -2.88)
C (2.86, 5.39, -2.92)
C (2.32, 4.51, -4.06)
C (1.05, 3.75, -3.68)
C (1.30, 2.62, -2.69)
H (6.03, 6.12, -4.13)
H (4.66, 7.31, -4.00)
H (4.56, 5.94, -5.03)
H (4.76, 4.45, -2.92)
H (4.67, 5.99, -1.96)
H (2.43, 6.39, -3.03)
H (2.49, 4.96, -1.99)
H (2.06, 5.18, -4.90)
H (3.06, 3.81, -4.44)
H (0.29, 4.43, -3.29)
H (0.59, 3.35, -4.59)
H (1.46, 1.69, -3.25)
H (2.11, 2.73, -1.97)
H (0.41, 2.37, -2.11)
C (-4.54, -3.73, -0.15)
C (-5.68, -4.67, 0.35)
C (-6.04, -4.35, 1.78)
S (-4.50, -3.79, 2.52)
O (-3.59, -4.89, 2.73)
O (-4.79, -2.89, 3.60)
C (-3.97, -2.93, 1.03)
H (-4.96, -3.02, -0.86)
H (-3.75, -4.29, -0.64)
H (-5.37, -5.71, 0.19)
H (-6.56, -4.56, -0.29)
H (-6.45, -5.17, 2.37)
H (-6.67, -3.47, 1.87)
H (-2.90, -2.78, 1.17)
H (-4.49, -1.97, 1.02)
C (3.82, 0.53, 4.49)
C (2.58, 0.29, 3.60)
C (1.94, -0.99, 4.11)
S (3.27, -2.01, 4.76)
O (3.55, -3.12, 3.89)
O (3.05, -2.22, 6.16)
C (4.58, -0.76, 4.56)
H (3.47, 0.83, 5.48)
H (4.37, 1.43, 4.21)
H (2.90, 0.02, 2.59)
H (2.02, 1.21, 3.50)
H (1.40, -1.57, 3.37)
H (1.24, -0.73, 4.91)
H (5.13, -1.02, 3.65)
H (5.16, -0.94, 5.46)
C (-1.47, 3.22, 4.30)
C (-1.39, 2.45, 2.98)
C (-2.80, 2.52, 2.33)
S (-3.90, 3.33, 3.46)
O (-4.37, 2.35, 4.41)
O (-4.80, 4.22, 2.78)
C (-2.60, 4.23, 4.31)
H (-0.53, 3.59, 4.71)
H (-1.73, 2.50, 5.09)
H (-1.22, 1.40, 3.16)
H (-0.68, 2.88, 2.27)
H (-3.25, 1.64, 1.90)
H (-2.71, 3.21, 1.48)
H (-2.96, 4.45, 5.31)
H (-2.40, 5.16, 3.78)
C (3.37, -4.76, -0.12)
C (2.53, -3.65, 0.50)
C (3.12, -2.32, 0.07)
S (4.90, -2.60, -0.10)
O (5.54, -2.13, 1.11)
O (5.40, -2.15, -1.37)
C (4.84, -4.39, 0.01)
H (3.08, -4.83, -1.18)
H (3.16, -5.77, 0.24)
H (2.47, -3.77, 1.59)
H (1.49, -3.67, 0.16)
H (3.00, -1.51, 0.79)
H (2.83, -1.94, -0.91)
H (5.24, -4.65, 0.99)
H (5.47, -4.84, -0.76)

These are the Löwdin partial charges, in e, on atoms 1 to 5: atom 1 (As): 0.705, atom 2 (F): -0.244, atom 3 (F): -0.239, atom 4 (F): -0.253, atom 5 (F): -0.271



> Look up the maximum force of the fifth one.

0.03469 Eh/bohr